1.
# C25H18F3MoN4O4STe

A structure of composition C25H18F3MoN4O4STe in a non-equilibrium geometry (the ωB97M-V functional and the def2-TZVPD basis, the OMol25 dataset).

Geometry as XYZ:
```
57
Properties=species:S:1:pos:R:3
Mo -1.15 0.40 -0.65
O -0.37 1.58 6.74
C -0.29 0.64 5.78
O 0.13 -0.45 6.02
C -0.76 1.03 4.41
C -0.63 2.32 3.89
C -1.04 2.61 2.60
C -1.63 1.61 1.83
C -1.76 0.31 2.35
C -1.31 0.03 3.62
N -1.96 1.78 0.48
C -2.52 2.87 -0.04
C -2.53 2.86 -1.45
C -3.12 3.83 -2.28
C -3.03 3.70 -3.64
C -2.33 2.60 -4.18
C -1.78 1.68 -3.33
N -1.87 1.78 -1.98
H -0.80 2.39 6.43
H -0.14 3.10 4.47
H -0.88 3.59 2.18
H -2.29 -0.44 1.76
H -1.38 -0.97 4.04
H -2.92 3.67 0.57
H -3.64 4.66 -1.82
H -3.48 4.43 -4.29
H -2.23 2.48 -5.24
H -1.24 0.83 -3.72
F 3.54 3.01 -1.53
C 3.95 2.41 -0.40
F 5.27 2.63 -0.28
F 3.35 3.04 0.63
C 3.66 0.93 -0.45
C 4.71 0.04 -0.42
C 4.48 -1.33 -0.54
C 3.19 -1.74 -0.77
N 2.16 -0.88 -0.81
C 2.34 0.44 -0.58
S 0.98 1.51 -0.41
H 5.72 0.42 -0.31
H 5.28 -2.04 -0.48
H 2.94 -2.77 -0.95
O -1.74 -2.06 -2.74
N -2.80 -1.65 -2.19
O -2.67 -0.74 -1.34
Te 0.26 -1.44 -1.96
C 0.32 -3.44 -1.25
C 0.13 -3.75 0.09
C 0.04 -5.09 0.45
C 0.13 -6.08 -0.51
C 0.32 -5.76 -1.84
C 0.42 -4.43 -2.22
H 0.06 -2.97 0.83
H -0.10 -5.35 1.50
H 0.04 -7.12 -0.22
H 0.40 -6.54 -2.59
H 0.56 -4.16 -3.26
```

Values from the calculation:
Spin multiplicity: 3
Frontier orbital gap (spin up / spin down): 6.85 / 5.85 eV
E: -68496.5154 eV
F_max: 0.0335 Eh/bohr
Total charge: +1
⟨S²⟩: 2.419



2.
# C25H19AsAuIO3S4Si

A structure of composition C25H19AsAuIO3S4Si (the ωB97M-V functional and the def2-TZVPD basis, the OMol25 dataset).

Geometry as XYZ:
```
55
Properties=species:S:1:pos:R:3
Au -2.12 -0.19 2.26
S -1.99 2.71 6.25
As -1.61 1.99 4.29
S -0.71 0.02 4.24
S -3.37 1.72 3.06
S -0.32 3.51 3.52
O -0.59 -1.14 1.02
Si 0.82 -1.05 0.32
C 1.32 0.69 -0.30
C 0.78 1.84 0.29
C 1.17 3.11 -0.11
C 2.11 3.26 -1.12
C 2.67 2.13 -1.70
C 2.28 0.86 -1.30
C 0.78 -2.09 -1.28
C 0.07 -1.57 -2.37
C 0.00 -2.23 -3.58
C 0.64 -3.45 -3.74
C 1.33 -4.01 -2.67
C 1.39 -3.33 -1.46
C 2.32 -1.38 1.43
C 2.37 -0.66 2.63
C 3.43 -0.78 3.51
C 4.49 -1.62 3.21
C 4.49 -2.33 2.01
C 3.41 -2.21 1.14
H 0.04 1.72 1.08
H 0.73 3.98 0.37
H 2.41 4.24 -1.45
H 3.42 2.25 -2.48
H 2.73 -0.01 -1.76
H -0.43 -0.61 -2.25
H -0.57 -1.81 -4.40
H 0.60 -3.97 -4.69
H 1.82 -4.97 -2.79
H 1.91 -3.79 -0.63
H 1.56 0.01 2.87
H 3.42 -0.21 4.43
H 5.32 -1.73 3.90
H 5.32 -2.98 1.77
H 3.44 -2.76 0.21
I -3.32 4.38 -3.18
C -3.71 2.70 -1.97
C -4.91 2.61 -1.29
C -5.17 1.48 -0.54
C -4.22 0.46 -0.43
C -3.01 0.59 -1.09
C -2.75 1.70 -1.89
C -4.57 -0.82 0.30
O -5.56 -1.42 -0.12
O -3.85 -1.20 1.29
H -5.65 3.40 -1.37
H -6.11 1.36 -0.02
H -2.26 -0.19 -0.99
H -1.82 1.78 -2.43
```

Values from the calculation:
Spin multiplicity: 3
Frontier orbital gap (spin up / spin down): 5.53 / 5.53 eV
E: -156231.1549 eV
F_max: 0.0117 Eh/bohr
Total charge: -2
⟨S²⟩: 2.017



3.
# C25H19AuBF4N3O2S2

A structure of composition C25H19AuBF4N3O2S2 in a non-equilibrium geometry (the ωB97M-V functional and the def2-TZVPD basis, the OMol25 dataset).

Geometry as XYZ:
```
57
Properties=species:S:1:pos:R:3
Au -1.09 -0.29 0.50
C 2.13 -0.14 -5.77
C 2.25 -0.27 -4.25
C 3.26 0.31 -3.48
C 3.27 0.14 -2.09
C 2.25 -0.56 -1.54
C 1.17 -0.99 -2.28
C 1.22 -0.91 -3.64
S 2.22 -0.81 0.22
O 1.61 -2.07 0.51
O 3.57 -0.49 0.73
N 1.08 0.35 0.66
C 1.32 1.58 1.01
C 2.53 2.12 1.48
C 2.61 3.47 1.80
C 1.50 4.31 1.84
C 0.22 3.82 1.46
C -0.98 4.57 1.49
C -2.17 3.95 1.24
C -2.14 2.61 0.84
N -1.06 1.91 0.71
C 0.11 2.47 1.05
H 2.88 0.63 -6.15
H 1.11 0.13 -6.00
H 2.34 -1.10 -6.23
H 4.06 0.80 -4.04
H 4.14 0.38 -1.55
H 0.35 -1.52 -1.80
H 0.46 -1.26 -4.28
H 3.43 1.47 1.49
H 3.51 4.05 2.20
H 1.60 5.32 2.15
H -0.88 5.60 1.76
H -3.03 4.56 1.32
H -3.06 2.15 0.59
S -3.90 -3.22 -1.34
C -4.07 -1.72 -2.26
C -3.36 -0.73 -1.72
C -2.56 -1.09 -0.60
C -2.71 -2.43 -0.36
C -2.05 -3.19 0.71
C -2.21 -4.55 0.86
C -1.62 -5.15 1.95
C -0.95 -4.37 2.86
C -0.81 -2.99 2.60
N -1.33 -2.40 1.53
H -4.76 -1.61 -3.04
H -3.56 0.31 -2.01
H -2.77 -5.12 0.12
H -1.71 -6.23 2.05
H -0.49 -4.82 3.73
H -0.31 -2.35 3.37
F -0.58 0.02 3.01
B -0.55 1.08 3.94
F 0.83 1.51 4.00
F -0.95 0.64 5.17
F -1.38 2.13 3.49
```

Values from the calculation:
Spin multiplicity: 3
Frontier orbital gap (spin up / spin down): 7.41 / 5.45 eV
E: -71710.7480 eV
F_max: 0.0457 Eh/bohr
⟨S²⟩: 2.046



4.
# C25H19CaN3O6S3

A structure of composition C25H19CaN3O6S3 (the ωB97M-V functional and the def2-TZVPD basis, the OMol25 dataset).

Geometry as XYZ:
```
57
Properties=species:S:1:pos:R:3
Ca 0.49 -0.55 -0.43
O -2.44 2.05 1.41
C -1.65 1.05 1.18
O -1.63 0.41 0.12
C -0.82 0.55 2.33
C -0.97 0.94 3.65
C -0.14 0.34 4.59
C 0.81 -0.59 4.19
C 0.89 -0.90 2.84
N 0.07 -0.36 1.97
C 1.93 -1.86 2.23
O 2.54 -2.59 3.01
O 2.03 -1.78 0.98
H -2.32 2.70 0.53
H -1.69 1.70 3.92
H -0.22 0.61 5.64
H 1.49 -1.07 4.88
S -1.96 3.67 -0.96
C -0.48 4.58 -0.62
C -0.46 5.92 -1.03
C 0.63 6.75 -0.87
C 1.78 6.24 -0.27
C 1.79 4.92 0.14
C 0.70 4.05 -0.02
S 0.91 2.40 0.57
H -1.37 6.31 -1.48
H 0.58 7.78 -1.20
H 2.65 6.87 -0.12
H 2.68 4.51 0.60
C -0.40 -4.31 3.28
C -0.45 -4.14 1.79
C -1.44 -3.34 1.20
C -1.47 -3.14 -0.17
C -0.50 -3.74 -0.97
C 0.48 -4.53 -0.40
C 0.50 -4.73 0.97
S -0.42 -3.28 -2.68
O 0.32 -4.31 -3.39
O -1.78 -3.05 -3.14
N 0.41 -1.94 -2.47
C 0.36 -0.89 -3.37
C -0.11 -0.95 -4.69
C -0.16 0.24 -5.40
C 0.23 1.44 -4.81
C 0.69 1.39 -3.50
N 0.78 0.26 -2.82
H -0.44 -3.34 3.78
H 0.52 -4.79 3.59
H -1.25 -4.90 3.64
H -2.17 -2.85 1.83
H -2.22 -2.51 -0.62
H 1.25 -4.96 -1.04
H 1.30 -5.30 1.42
H -0.44 -1.88 -5.11
H -0.53 0.23 -6.42
H 0.16 2.38 -5.33
H 0.97 2.29 -2.96
```

Values from the calculation:
Frontier orbital gap: 5.61 eV
E: -93940.6569 eV
F_max: 0.0133 Eh/bohr
Total charge: -2